This record from the Open Molecules 2025 dataset describes C24H24AlBrN6O4SSbSe4 as an isolated structure. The level of theory is the ωB97M-V functional and the def2-TZVPD basis.

relative energy (zero: lowest compared OMol25 entry of this formula, charge and spin)	0.670	eV
LUMO (alpha / beta)	3.48 / 3.47	eV
orbital gap (alpha / beta)	4.67 / 4.67	eV
⟨S²⟩	0.755

```
! wB97M-V def2-TZVPD RIJCOSX def2/J DEFGRID3
* xyz -2 2
Al -1.0699 -0.5394 0.3420
N -1.8389 0.0648 2.0780
N -3.0726 0.7394 1.8992
C -3.4292 0.9928 0.6481
N -4.5974 1.6248 0.3946
N -2.5889 0.5464 -0.2749
N -2.7812 0.8209 -1.6432
O -3.3972 1.8976 -1.9869
O -1.7549 0.3833 -2.3250
H -1.9924 -0.7041 2.7692
H -1.2664 0.7723 2.6276
H -3.5902 0.9552 2.7846
H -4.9947 2.1251 1.1736
H -4.5935 2.0607 -0.5257
O 0.4482 -1.3616 1.1421
N 1.2214 -1.0503 2.1909
C 1.4539 -2.0262 3.0860
C 2.3522 -1.8207 4.1070
C 2.9534 -0.5797 4.2459
C 2.6147 0.4335 3.3697
C 1.7270 0.1790 2.3437
H 0.9152 -2.9394 2.9012
H 2.5105 -2.6128 4.8225
H 3.6255 -0.3864 5.0704
H 2.9675 1.4449 3.4974
H 1.4000 0.9133 1.6275
O 0.1657 0.7467 -0.2972
S 0.0971 1.6215 -1.5593
C 0.7584 0.5753 -2.8461
C 1.2755 -0.6654 -2.5190
C 1.7502 -1.4782 -3.5392
C 1.7050 -1.0463 -4.8563
C 1.1701 0.1981 -5.1654
C 0.6844 1.0149 -4.1573
C 1.6048 2.5844 -1.2931
C 1.5453 3.9341 -1.5911
C 2.6773 4.7239 -1.4229
C 3.8492 4.1571 -0.9508
C 3.8981 2.7999 -0.6454
C 2.7770 2.0090 -0.8194
H 1.2731 -0.9992 -1.4891
H 2.1359 -2.4610 -3.3003
H 2.0667 -1.6900 -5.6484
H 1.1096 0.5228 -6.1965
H 0.2198 1.9659 -4.3864
H 0.6134 4.3669 -1.9363
H 2.6344 5.7825 -1.6442
H 4.7281 4.7731 -0.8079
H 4.8127 2.3615 -0.2666
H 2.7977 0.9524 -0.5845
Br -2.6193 -6.1999 -2.9460
C -2.1790 -4.6067 -1.9829
C -0.9213 -4.4800 -1.4239
C -0.6200 -3.3193 -0.7203
C -1.5262 -2.2618 -0.5721
C -2.7802 -2.4529 -1.1609
C -3.1238 -3.6072 -1.8550
H -0.1945 -5.2756 -1.5274
H 0.3581 -3.2464 -0.2587
H -3.5249 -1.6676 -1.0949
H -4.1064 -3.7215 -2.2934
Se -1.2798 -1.8665 4.6826
Sb -1.6598 0.4399 5.5667
Se -0.2676 2.0331 4.2076
Se -1.0989 0.6041 7.9255
Se -4.0283 0.9450 5.0100
*
```



This record from the Open Molecules 2025 dataset describes C24H24AuClF6N2O5S2Si as an isolated structure. The level of theory is the ωB97M-V functional and the def2-TZVPD basis.

relative energy (zero: lowest compared OMol25 entry of this formula, charge and spin)	0.000	eV
LUMO	-0.85	eV
orbital gap	7.84	eV

```
! wB97M-V def2-TZVPD RIJCOSX def2/J DEFGRID3
* xyz 0 1
Au -1.1042 -0.4246 0.4117
F -3.3671 -2.6140 -1.6259
C -4.5453 -2.0283 -1.4511
F -5.3615 -2.8947 -0.8531
F -5.0520 -1.6978 -2.6299
S -4.3978 -0.5417 -0.3484
O -3.2883 -0.8825 0.5630
O -5.6634 -0.4219 0.2997
N -4.0448 0.5465 -1.3977
S -3.5591 2.0040 -1.0494
O -4.5961 2.9826 -1.0612
O -2.6236 2.0407 0.0604
C -2.5132 2.3603 -2.5528
F -2.8462 1.5938 -3.5840
F -1.2270 2.1695 -2.2685
F -2.6826 3.6355 -2.8937
Cl -3.3958 2.1020 4.8610
C -2.2911 0.9107 4.2943
C -1.5899 0.1113 5.1797
C -0.7156 -0.8301 4.6638
C -0.5664 -0.9353 3.2967
N -1.2517 -0.1524 2.4556
C -2.1111 0.7557 2.9320
H -1.7315 0.2269 6.2454
H -0.1487 -1.4812 5.3131
H 0.1176 -1.6422 2.8509
H -2.6574 1.3468 2.2085
C 5.6352 -1.7274 2.0668
C 4.8955 -2.7585 1.5084
C 3.6001 -2.5236 1.0752
C 3.0223 -1.2556 1.1728
C 3.7734 -0.2303 1.7515
C 5.0645 -0.4674 2.1929
C 1.6190 -1.1258 0.7291
C 0.8618 -0.0519 0.4970
C 1.2412 1.3591 0.3113
C 0.4208 2.4059 0.7316
C 0.7915 3.7247 0.5187
C 1.9801 4.0181 -0.1312
C 2.7932 2.9843 -0.5794
C 2.4230 1.6688 -0.3680
H 6.6465 -1.9037 2.4089
H 5.3234 -3.7477 1.4120
H 3.0242 -3.3335 0.6417
H 3.3463 0.7545 1.8773
H 5.6291 0.3398 2.6416
H 1.1317 -2.0920 0.6187
H -0.5300 2.1996 1.2053
H 0.1385 4.5223 0.8476
H 2.2628 5.0475 -0.3082
H 3.7099 3.2044 -1.1109
H 3.0459 0.8655 -0.7401
C 0.9400 -2.6171 -2.3765
Si -0.1569 -1.1445 -2.7667
C 0.9092 0.2639 -3.3748
C -1.3409 -1.6160 -4.1300
O -1.1129 -0.7279 -1.4952
H 1.2846 -3.0701 -3.3103
H 0.3844 -3.3832 -1.8284
H 1.8239 -2.3473 -1.7946
H 1.4733 -0.0666 -4.2520
H 1.6239 0.6134 -2.6307
H 0.2954 1.1154 -3.6736
H -0.8086 -1.7129 -5.0803
H -2.1158 -0.8565 -4.2535
H -1.8353 -2.5668 -3.9238
*
```



In order of appearance, max |F| = 0.52 0.38 eV/A.